1.
{"formula": "C3H10N3O", "method": "wB97M-V/def2-TZVPD", "e_tot_ha": -359.81366, "gap_ev": 7.077, "multiplicity": 1, "total_charge": -1, "de_lowest_ev": 0.7872, "species": ["O", "N", "N", "N", "C", "C", "C", "H", "H", "H", "H", "H", "H", "H", "H", "H", "H"], "coordinates": [[-0.18944, 1.39554, 0.09545], [1.11591, -1.15399, -0.32372], [-0.21582, -3.06597, -1.04632], [-1.11923, -0.88143, -0.92465], [-0.43414, 2.20842, 1.17884], [-0.02496, -1.67975, -0.71714], [0.99133, 2.69885, 1.63215], [0.63051, -3.55523, -1.27945], [-0.92930, -3.27749, -1.74887], [-0.90661, 0.14969, -0.75721], [0.78885, 3.38777, 2.47714], [0.93004, -0.13074, -0.16519], [1.47532, 3.28661, 0.82438], [-1.85126, -1.12145, -1.57225], [1.62095, 1.84596, 1.94245], [-0.74706, 1.57405, 2.05165], [-1.15527, 3.02112, 0.96345]], "forces_ev_per_angstrom": [[-0.8, 0.3, -0.6], [-1.8, -1.5, -0.4], [-0.2, 0.4, 0.1], [-0.3, 0.5, 0.1], [2.4, -1.9, -0.5], [1.6, 1.2, -0.7], [-1.3, 1.2, 0.3], [0.3, 0.2, 0.2], [0.4, 0.5, 0.5], [-0.4, -0.5, 0.5], [0.6, -0.1, 0.1], [0.1, -0.8, 0.0], [-0.2, -0.5, 0.4], [0.2, -0.3, 0.0], [-0.4, 0.4, -0.2], [-0.6, 0.6, -0.1], [0.2, 0.1, 0.4]], "mulliken_charge": [-0.96, -0.97, -0.50, -0.43, -0.45, 0.38, -1.05, 0.26, 0.20, 0.36, 0.38, 0.59, 0.24, 0.18, 0.24, 0.23, 0.27]}

2.
{"formula": "C4H7NO2", "method": "wB97M-V/def2-TZVPD", "e_tot_ha": -361.80487, "gap_ev": 10.633, "multiplicity": 1, "total_charge": 0, "de_lowest_ev": 2.0678, "species": ["O", "O", "N", "C", "C", "C", "C", "H", "H", "H", "H", "H", "H", "H"], "coordinates": [[0.12793, 1.88353, 0.21657], [0.66228, 0.93959, -2.01443], [-0.75846, -0.02993, -0.06070], [-1.56594, -1.18763, 0.20013], [0.75109, 0.69432, -0.85661], [1.90497, 0.04826, -0.15101], [-0.82585, 1.09087, 0.55905], [-2.35696, -0.92686, 0.91622], [2.77958, 0.69318, -0.24938], [1.70632, -0.13364, 0.90198], [-2.01338, -1.57074, -0.72093], [-1.58067, 1.37234, 1.30237], [2.11091, -0.89229, -0.66748], [-0.94182, -1.98100, 0.62422]], "forces_ev_per_angstrom": [[0.0, 0.0, -0.1], [-0.1, 0.0, 0.6], [-0.1, 0.3, 0.2], [-0.1, -0.2, 0.1], [0.3, 0.1, -0.6], [0.1, 0.0, 0.0], [0.0, -0.2, -0.1], [0.1, -0.2, -0.1], [-0.1, 0.0, 0.0], [0.0, 0.0, -0.1], [0.0, 0.1, 0.1], [0.2, 0.0, -0.1], [0.0, 0.1, 0.1], [-0.2, 0.0, 0.0]], "mulliken_charge": [-0.52, -0.57, -0.19, -0.82, 0.94, -0.94, -0.07, 0.27, 0.30, 0.30, 0.29, 0.41, 0.28, 0.29]}

3.
{"formula": "C33H33F5N6PPd", "method": "wB97M-V/def2-TZVPD", "e_tot_ha": -2573.31033, "gap_ev": [3.228, 3.230], "multiplicity": 1, "total_charge": 3, "de_lowest_ev": 4.6177, "species": ["Pd", "P", "F", "F", "F", "F", "F", "N", "N", "N", "N", "N", "N", "C", "C", "C", "C", "C", "C", "C", "C", "C", "C", "C", "C", "C", "C", "C", "C", "C", "C", "C", "C", "C", "C", "C", "C", "C", "C", "C", "C", "C", "C", "C", "C", "C", "H", "H", "H", "H", "H", "H", "H", "H", "H", "H", "H", "H", "H", "H", "H", "H", "H", "H", "H", "H", "H", "H", "H", "H", "H", "H", "H", "H", "H", "H", "H", "H", "H"], "coordinates": [[-0.77193, 0.48455, -0.11305], [-2.43052, -0.31490, 1.60551], [-1.22453, -3.54101, -3.56009], [0.12553, -2.30332, -5.55843], [-1.69129, -2.17901, -1.20789], [0.60366, 1.52971, -2.87024], [1.03524, 0.22778, -5.23564], [-2.76102, 1.16963, -1.33878], [-0.71450, 2.87234, -0.29925], [10.05346, 1.76564, -2.68933], [0.36282, 1.35045, 1.83793], [1.64685, 0.05599, -0.37272], [3.77658, -0.02861, -0.92232], [0.37917, -0.37206, -4.27000], [-5.06203, -0.65168, 0.78395], [-3.10849, 1.00830, 2.66610], [-2.53756, 2.54187, -1.84424], [-0.04499, -3.39581, 3.96037], [2.65187, 0.71602, -0.92270], [8.96544, 1.46166, -2.48345], [-3.91251, -1.29666, 1.26835], [-0.78826, -2.31240, -3.40645], [2.14844, -1.16984, 0.00105], [0.15686, 0.27498, -3.06705], [5.06485, 0.36406, -1.39114], [-0.51967, -0.34358, -2.03957], [-1.55329, -1.51720, 3.99402], [-6.28459, -1.28857, 0.82968], [-0.11351, 3.54590, 0.84735], [0.95490, 2.65132, 1.44744], [6.73583, 2.05984, -1.68913], [-0.55598, -2.26106, 1.91092], [7.23962, -0.25108, -2.20389], [7.63326, 1.08485, -2.12602], [-5.22253, -3.24755, 1.76184], [-3.98852, -2.62751, 1.70350], [-1.99681, 3.41062, -0.72668], [-1.40742, -1.39719, 2.61195], [-6.36799, -2.58972, 1.32426], [-0.99942, -1.62393, -2.22461], [5.95215, -0.60427, -1.84847], [5.44962, 1.70023, -1.33728], [-0.87244, -2.52313, 4.65979], [-0.09342, -1.67385, -4.43409], [3.46328, -1.23295, -0.33953], [0.11970, -3.26100, 2.58547], [4.18337, -2.01413, -0.17555], [-3.72805, 0.55148, 3.43719], [-7.17402, -0.77470, 0.49193], [1.72482, 2.45611, 0.70305], [-5.01670, 0.35871, 0.39507], [-3.74377, 1.67225, 2.07778], [-2.31755, 1.59419, 3.13175], [-2.20930, -0.86143, 4.55214], [0.76727, -3.94335, 2.05129], [-3.10735, -3.16154, 2.02682], [7.05294, 3.09084, -1.62422], [-7.32609, -3.09075, 1.36040], [-1.00181, -2.63802, 5.72741], [2.58745, 1.69003, -1.37663], [0.32718, 4.50894, 0.57282], [0.46830, -4.19032, 4.48501], [-5.29066, -4.24569, 2.17258], [1.54683, -1.91687, 0.48518], [-1.90973, 4.44706, -1.06694], [-0.48453, -2.16583, 0.83143], [1.42024, 3.15438, 2.29799], [-3.56652, 1.15398, -0.72198], [-2.96053, 0.53393, -2.10750], [5.64075, -1.63591, -1.94649], [-0.89325, 3.75279, 1.58507], [-2.68642, 3.40033, 0.12286], [-3.46516, 2.97580, -2.22496], [1.10064, 0.70599, 2.11213], [-0.23557, 1.48676, 2.64816], [-0.07420, 2.87877, -1.08976], [4.76172, 2.46133, -0.99267], [7.93386, -1.00119, -2.55435], [-1.82006, 2.49825, -2.66450]], "forces_ev_per_angstrom": [[0.6, 0.3, -0.8], [-0.4, -1.4, 1.2], [-0.1, -0.1, 0.0], [0.0, -0.1, -0.1], [0.0, -0.3, -0.2], [0.1, 0.0, -0.3], [0.1, 0.1, -0.1], [0.7, -0.4, 0.7], [0.2, 0.0, -0.3], [-0.1, 0.0, -0.1], [-0.7, -0.1, -0.3], [-1.1, -0.3, 0.3], [-0.7, 0.0, 0.1], [-0.2, -0.2, 0.1], [-0.1, 0.1, 0.0], [0.5, 0.5, -0.7], [0.2, 0.3, 0.2], [0.0, 0.0, 0.0], [0.2, 0.1, -0.4], [0.4, 0.1, 0.2], [0.5, 0.5, -0.7], [0.2, 0.2, -0.1], [0.1, -0.2, -0.1], [-0.1, 0.6, 0.6], [0.8, 0.3, -0.2], [-0.5, -0.3, 0.6], [-0.1, 0.3, 0.1], [0.0, 0.0, -0.1], [0.2, 0.1, 0.1], [-0.2, 0.2, -0.2], [0.0, -0.1, -0.2], [-0.2, 0.0, 0.0], [0.0, 0.3, -0.1], [-0.3, -0.1, 0.0], [0.0, 0.0, 0.0], [0.2, -0.1, -0.1], [0.0, 0.2, -0.2], [0.4, 0.2, -0.7], [0.1, 0.0, 0.0], [-0.2, 0.2, 0.7], [-0.3, -0.1, 0.1], [-0.2, -0.1, 0.2], [0.0, -0.1, 0.0], [0.0, 0.0, 0.2], [-0.1, 0.0, 0.2], [0.1, 0.0, 0.1], [0.1, 0.0, 0.0], [0.0, -0.2, -0.1], [0.0, 0.0, 0.0], [0.0, 0.0, 0.1], [-0.1, 0.1, 0.1], [0.0, 0.0, 0.1], [0.0, 0.0, 0.0], [0.0, 0.0, 0.0], [0.0, 0.0, 0.0], [0.0, 0.0, 0.1], [0.0, 0.0, 0.0], [0.0, 0.0, 0.0], [0.0, 0.0, 0.0], [0.1, 0.0, 0.0], [0.0, 0.0, 0.1], [0.0, 0.0, 0.0], [0.0, 0.0, -0.1], [0.1, 0.0, 0.0], [-0.1, 0.0, 0.0], [0.0, -0.1, 0.1], [0.0, -0.2, 0.1], [0.0, 0.0, 0.0], [0.2, -0.2, 0.1], [0.0, 0.0, 0.0], [0.0, 0.0, 0.0], [0.0, 0.0, 0.0], [-0.1, -0.2, 0.0], [-0.1, -0.2, -0.1], [0.1, -0.1, 0.1], [0.0, 0.4, 0.0], [0.0, 0.0, 0.1], [0.0, 0.0, 0.0], [-0.1, -0.1, 0.0]], "mulliken_charge": [1.18, 1.42, -0.25, -0.24, -0.23, -0.43, -0.25, -0.56, 0.04, -0.38, -0.40, 0.69, 0.25, 0.39, -0.56, -1.34, -0.87, -0.65, -1.10, -0.11, 1.52, 0.25, -1.19, 0.88, 1.09, -0.47, -0.80, -0.94, -0.77, -0.43, -1.03, -0.69, -0.92, 0.49, -0.80, -0.25, -0.72, 0.35, -0.54, 0.46, -0.65, -0.15, -0.82, 0.60, -0.50, -0.83, 0.52, 0.57, 0.48, -0.03, 0.17, 0.38, 0.42, 0.44, 0.52, 0.43, 0.46, 0.45, 0.49, 0.70, 0.40, 0.46, 0.47, 0.28, 0.42, 0.81, 0.56, -0.04, 0.36, 0.44, 0.36, 0.44, 0.50, 0.21, 0.26, 0.12, 0.38, 0.49, 0.34]}

4.
{"formula": "CH4FN2", "method": "wB97M-V/def2-TZVPD", "e_tot_ha": -249.38800, "gap_ev": [7.529, 8.121], "multiplicity": 3, "total_charge": 1, "de_lowest_ev": 0.0000, "species": ["F", "N", "N", "C", "H", "H", "H", "H"], "coordinates": [[1.92498, 0.88464, 0.13369], [0.68212, -1.02012, -0.18620], [-0.46264, 1.19113, -0.25390], [0.88595, 0.22255, -0.01853], [-1.25571, 0.84081, 0.16076], [-0.20802, -1.40414, -0.44621], [-0.34481, 2.16600, -0.17948], [1.36033, -1.67667, -0.32592]], "forces_ev_per_angstrom": [[3.2, 1.7, -0.4], [-2.7, -3.6, -1.2], [4.6, -1.9, -0.6], [-4.9, 4.7, 2.1], [-2.8, -1.1, 0.9], [-0.4, 0.3, 0.2], [0.2, 1.8, -0.4], [2.7, -1.7, -0.6]], "lowdin_spin": [0.13, 0.32, 0.91, 0.55, 0.03, 0.01, 0.03, 0.02]}

5.
{"formula": "C19H28Br24N4O2Si", "method": "wB97M-V/def2-TZVPD", "e_tot_ha": -63175.97837, "gap_ev": 8.657, "multiplicity": 1, "total_charge": 0, "species": ["Br", "Br", "Br", "Br", "Br", "Br", "Br", "Br", "Br", "Br", "Br", "Br", "Br", "Br", "Br", "Br", "Br", "Br", "Br", "Br", "Br", "Br", "Br", "Br", "Si", "O", "O", "N", "N", "N", "N", "C", "C", "C", "C", "C", "C", "C", "C", "C", "C", "C", "C", "C", "C", "C", "C", "C", "C", "C", "H", "H", "H", "H", "H", "H", "H", "H", "H", "H", "H", "H", "H", "H", "H", "H", "H", "H", "H", "H", "H", "H", "H", "H", "H", "H", "H", "H"], "coordinates": [[-4.62160, 0.08988, 4.91858], [6.40075, -0.80132, 3.79923], [-4.87535, -2.96350, -3.18146], [5.80492, -2.79723, 0.41220], [-2.55894, 2.22959, 6.06116], [-2.24631, -8.34537, -0.01742], [-3.56374, -3.41211, -0.32522], [5.23181, -3.35504, 5.29808], [6.05496, -9.77378, 10.08370], [-0.07351, 0.12912, 2.27850], [8.88080, -6.63781, 3.48724], [-1.69997, -3.16471, -2.90179], [7.97156, -7.34704, 6.44459], [-1.75274, -0.84675, 5.93004], [1.83952, 0.41430, -0.24652], [-0.56444, -5.65318, 0.16120], [-1.32143, 0.60784, -0.60509], [3.65470, -4.54573, -1.15028], [9.18484, -10.35721, 10.10628], [7.31810, -11.77086, 7.95002], [-2.27169, -6.62163, 2.65929], [10.97077, -6.45150, 5.87678], [4.70340, -1.81163, -2.40278], [8.37903, -2.97286, 5.03039], [-5.49789, 2.06210, -3.22917], [1.91005, 6.32280, -3.00398], [0.08811, 5.15752, -2.30822], [-4.29193, 3.95117, -1.56501], [-3.61891, 5.05536, -1.30270], [-3.71585, 5.65212, -3.58940], [-4.36746, 4.53546, -3.85304], [4.29886, -2.77208, -0.78596], [0.12600, 4.18137, -3.34970], [-6.46480, 2.19917, -4.82333], [-4.62905, 3.71481, -2.83386], [-3.34817, 5.85994, -2.32837], [-2.76913, 0.56976, 5.11215], [0.17611, 0.94842, 0.55583], [6.66468, -2.66004, 4.21935], [-1.47421, 7.39462, -3.07628], [9.42577, -7.36086, 5.18113], [-1.24188, -7.17012, 1.12782], [-3.34725, -2.62500, -2.06509], [0.97416, 2.97741, -2.97514], [-0.07171, 7.57798, -2.48855], [0.74249, 6.32118, -2.61594], [-2.57738, 7.10553, -2.03789], [7.60295, -10.19973, 9.02349], [-6.51895, 1.45319, -1.79105], [-4.09605, 0.82066, -3.49179], [-4.44439, 0.01974, -4.13361], [-7.51530, 1.87320, -1.72722], [-3.26579, 1.32437, -3.97454], [-6.77456, 1.19461, -5.09583], [6.64939, -3.20388, 3.28662], [-2.14114, 7.00921, -1.05311], [2.01462, 3.18557, -3.19106], [-1.75224, 8.28299, -3.62897], [0.46814, 8.30310, -3.08209], [-3.25926, 7.94794, -2.01585], [-6.63516, 0.37886, -1.92361], [-0.39334, -7.72692, 1.49431], [-1.42454, 6.60831, -3.81954], [0.54018, 4.59783, -4.26151], [-7.34123, 2.82889, -4.72837], [0.22602, 2.01624, 0.71024], [0.89022, 2.76707, -1.91976], [-3.81966, 0.43176, -2.51702], [-0.08423, 7.93683, -1.46505], [9.70271, -8.39140, 5.01972], [-3.29343, -1.55584, -1.92665], [0.63853, 2.12866, -3.55970], [-5.83458, 2.57568, -5.62019], [-0.88942, 3.85865, -3.55728], [-5.98033, 1.59314, -0.86091], [-2.37132, 0.71655, 4.11888], [7.76162, -9.37660, 8.34445], [3.50450, -2.23878, -0.28441]], "forces_ev_per_angstrom": [[0.0, 0.0, 0.0], [0.0, 0.0, 0.0], [0.0, 0.0, 0.0], [0.0, 0.0, 0.0], [0.0, 0.0, 0.0], [0.0, 0.0, 0.0], [0.0, 0.1, 0.0], [0.0, 0.0, 0.0], [0.0, 0.0, 0.0], [0.0, 0.0, 0.0], [0.0, 0.0, 0.0], [-0.1, 0.0, 0.0], [0.0, 0.1, 0.0], [0.0, 0.0, -0.1], [0.0, -0.1, 0.0], [0.1, 0.0, 0.0], [0.0, 0.0, -0.1], [0.0, 0.0, 0.0], [0.0, 0.0, 0.0], [0.0, 0.0, 0.0], [0.0, 0.0, 0.0], [0.0, 0.0, 0.0], [0.0, 0.0, 0.0], [0.0, 0.0, 0.0], [0.1, -0.4, -0.2], [-2.3, -0.2, 0.6], [-0.3, 1.1, -0.3], [0.4, 0.5, 0.2], [-0.3, -0.6, 0.0], [-0.3, -0.6, -0.2], [0.3, 0.6, 0.1], [0.0, 0.0, 0.0], [0.5, -1.0, -0.1], [0.3, 0.0, 0.4], [-0.5, -0.5, -0.1], [0.1, 0.3, 0.2], [0.0, 0.0, 0.0], [-0.1, -0.1, 0.0], [0.0, 0.0, 0.0], [-0.1, 0.2, 0.2], [0.0, 0.1, 0.0], [0.0, 0.0, 0.0], [0.0, 0.0, 0.1], [-0.1, 0.5, -0.2], [-0.1, -0.2, -0.4], [2.5, -0.4, -0.3], [0.5, -0.2, -0.3], [0.0, 0.0, 0.0], [0.2, -0.1, -0.3], [-0.6, 0.7, 0.0], [0.0, -0.3, 0.0], [-0.1, 0.2, 0.1], [0.3, -0.1, 0.0], [-0.2, -0.2, -0.1], [0.0, 0.0, 0.0], [0.0, -0.1, 0.3], [0.3, -0.1, 0.0], [0.1, 0.2, -0.1], [0.2, 0.2, 0.0], [-0.3, 0.1, 0.1], [-0.1, -0.2, -0.1], [0.0, 0.0, 0.0], [-0.2, -0.2, -0.1], [-0.1, 0.4, -0.1], [-0.2, 0.1, 0.0], [0.0, 0.0, 0.0], [-0.2, -0.2, 0.3], [0.3, -0.1, 0.1], [0.0, 0.0, 0.3], [0.0, 0.0, 0.0], [0.0, 0.0, 0.0], [0.1, -0.3, 0.0], [0.1, 0.2, -0.2], [-0.3, 0.2, 0.2], [0.0, 0.2, 0.3], [0.0, 0.0, 0.0], [0.0, 0.0, 0.0], [0.0, 0.0, 0.0]], "mulliken_charge": [0.00, -0.02, -0.06, 0.05, -0.01, -0.01, -0.01, -0.01, -0.01, -0.04, -0.01, -0.03, 0.01, -0.01, 0.03, 0.06, 0.13, 0.00, -0.01, -0.01, -0.01, 0.00, -0.01, -0.01, 0.13, -0.61, -0.22, -0.11, -0.50, -0.43, -0.15, -0.07, -0.01, -1.02, 0.59, 0.33, 0.04, -0.39, -0.02, -0.87, -0.33, -0.35, 0.73, -1.07, -0.77, 0.50, -0.46, 0.44, -1.02, -0.55, 0.40, 0.34, 0.33, 0.32, 0.02, 0.36, 0.34, 0.57, 0.34, 0.33, 0.33, 0.33, 0.47, 0.36, 0.32, 0.35, -0.02, -0.36, 0.42, 0.33, -0.58, 0.43, 0.33, 0.22, 0.34, -0.04, -0.42, 0.02]}

6.
{"formula": "C8H5BrCl2", "method": "wB97M-V/def2-TZVPD", "e_tot_ha": -3802.01489, "gap_ev": [6.146, 6.282], "multiplicity": 3, "total_charge": 0, "species": ["Br", "Cl", "Cl", "C", "C", "C", "C", "C", "C", "C", "C", "H", "H", "H", "H", "H"], "coordinates": [[-3.35458, -1.04725, 0.06463], [2.67719, -1.12280, -1.45828], [2.83086, -1.08079, 1.54756], [0.65280, 1.47633, -0.13267], [0.55804, -2.12620, 0.15129], [1.68684, -1.08798, 0.12806], [0.67728, 0.07228, 0.05581], [-1.74515, 0.00206, 0.04315], [-0.60160, 2.06721, -0.21096], [-1.85070, 1.36987, -0.11071], [-0.50341, -0.61787, 0.18539], [-2.74375, 2.04315, -0.12906], [-0.50786, 3.17326, -0.27873], [0.49499, -2.72826, -0.76503], [1.48665, 2.23128, -0.18159], [0.24239, -2.62430, 1.09113]], "forces_ev_per_angstrom": [[0.9, 0.6, -0.1], [-0.4, -0.2, 1.0], [-0.5, -0.1, -0.8], [0.3, 4.0, -0.5], [-3.1, 2.0, 0.7], [-0.9, 2.0, -0.5], [1.3, -3.5, 1.0], [-0.4, -6.3, 0.8], [-0.4, 0.5, 0.1], [1.2, 7.0, -0.8], [1.9, -2.4, -1.0], [0.6, -1.4, 0.2], [-0.9, -0.9, -0.1], [-0.2, 0.2, 0.5], [-0.5, -1.5, 0.2], [1.0, 0.0, -0.7]], "lowdin_spin": [0.14, 0.05, 0.04, 0.40, 0.00, 0.04, 0.34, 0.44, 0.03, 0.46, 0.02, 0.02, -0.01, 0.00, 0.02, 0.00]}